Entry from the OMol25 dataset: C10H30O5 as an isolated structure at a distorted geometry (ωB97M-V/def2-TZVPD).

Properties
net charge: 0
Kohn-Sham gap: 9.10 eV
E_tot: -774.90545 Eh
relative energy (zero: lowest compared OMol25 entry of this formula, charge and spin): 160.1 kcal per mole
LUMO energy: 0.1323 eV
HOMO: -9.0 eV

Positions of all 45 atoms, in Å:
C 2.55372 -1.26858 1.44445
C 2.61135 -1.39258 -0.09208
O 1.33168 -1.34740 -0.61244
H 1.95706 -0.40979 1.75201
H 3.51735 -1.28698 1.95355
H 1.94865 -2.12260 1.74883
H 3.04701 -2.35575 -0.35777
H 3.23770 -0.60898 -0.51842
H 1.02276 -0.44419 -0.71436
C -1.37293 2.11425 -2.19161
C -1.63497 3.31489 -3.05978
O -2.98918 3.64187 -3.02499
H -0.31869 1.83746 -2.18281
H -1.92157 1.24511 -2.55449
H -1.74487 2.26533 -1.17824
H -1.32231 3.11073 -4.08382
H -1.06111 4.18263 -2.73449
H -3.29294 3.72426 -2.11805
C -1.33890 -1.90832 -0.35858
C -1.56521 -0.83033 -1.38426
O -1.54510 0.43756 -0.77035
H -2.27796 -2.06872 0.17109
H -0.52776 -1.58185 0.29223
H -0.99608 -2.79958 -0.88416
H -2.52870 -1.08779 -1.82416
H -0.77981 -0.82555 -2.14005
H -2.38333 0.63954 -0.34823
C 2.01540 1.93598 0.53969
C 0.59257 1.33749 0.47045
O 0.47237 0.56051 -0.76163
H 2.42382 2.37397 -0.37106
H 2.68983 1.08270 0.61160
H 2.22295 2.62646 1.35716
H -0.16679 2.11442 0.38183
H 0.44899 0.73327 1.36623
H -0.43176 0.33385 -0.99135
C -0.33349 -1.03533 2.38827
C -0.41479 -2.54315 2.42381
O 0.10681 -3.07491 3.58607
H -0.72700 -0.63922 1.45213
H 0.67339 -0.62309 2.45416
H -0.96602 -0.65624 3.19094
H 0.17283 -2.94539 1.59858
H -1.38958 -3.00840 2.27743
H 0.98446 -2.74773 3.79649